Computed, not measured: a molecular structure, C31H56BrN4OP3Pd at a distorted geometry, with ωB97M-V/def2-TZVPD.

Geometry as XYZ:
```
97
C31H56BrN4OP3Pd | the OMol25 dataset | ωB97M-V/def2-TZVPD
C -6.65 -1.49 0.78
C -5.45 -2.17 1.13
C -5.21 -3.43 0.54
C -6.00 -3.81 -0.55
N -6.99 -3.05 -1.00
C -7.36 -1.96 -0.34
C -4.47 -1.58 1.98
C -3.52 -1.22 2.67
C -2.42 -0.83 3.42
C -2.04 0.53 3.24
C -0.82 0.66 2.59
C -0.09 -0.52 2.42
C -0.21 -1.66 3.22
C -1.46 -1.80 3.84
Pd 1.12 -0.56 0.84
P -0.38 -0.75 -0.86
H -4.43 -4.09 0.92
H -6.99 -0.62 1.34
H -5.81 -4.76 -1.06
H -8.24 -1.42 -0.69
H -1.74 -2.66 4.45
H -2.75 1.35 3.37
H 0.62 -2.36 3.28
H -0.47 1.59 2.15
C 0.32 -0.04 -2.39
C -0.29 -0.46 -3.73
H 1.39 -0.29 -2.38
H 0.25 1.05 -2.27
H 0.33 -0.03 -4.53
H -0.30 -1.55 -3.89
H -1.31 -0.08 -3.88
C -1.03 -2.42 -1.21
C -2.34 -2.52 -1.99
H -1.16 -2.89 -0.22
H -0.23 -2.98 -1.71
H -2.58 -3.58 -2.15
H -3.19 -2.09 -1.45
H -2.29 -2.06 -2.98
C -1.88 0.22 -0.44
C -2.71 0.74 -1.61
H -1.52 1.07 0.15
H -2.47 -0.42 0.23
H -3.58 1.26 -1.19
H -2.15 1.48 -2.20
H -3.07 -0.05 -2.27
Br 3.43 0.16 1.53
P 2.87 -2.59 -0.06
C 2.41 -3.40 -1.65
C 3.53 -4.08 -2.43
H 1.95 -2.60 -2.26
H 1.61 -4.12 -1.43
H 3.11 -4.47 -3.37
H 4.34 -3.39 -2.69
H 3.96 -4.94 -1.89
C 4.66 -2.17 -0.23
C 5.68 -3.04 0.48
H 4.75 -1.15 0.20
H 4.89 -2.06 -1.30
H 6.62 -2.48 0.51
H 5.38 -3.27 1.51
H 5.89 -3.98 -0.05
C 2.55 -3.86 1.23
C 2.95 -5.30 0.92
H 1.46 -3.80 1.41
H 3.03 -3.49 2.15
H 2.71 -5.93 1.79
H 2.41 -5.71 0.07
H 4.03 -5.41 0.74
C 3.07 3.48 1.06
N 2.15 3.80 -0.01
C 2.45 3.06 -1.25
P 0.51 3.98 0.35
O -0.38 2.79 0.37
N 0.53 4.76 1.81
C -0.23 4.25 2.95
C 0.96 6.15 1.91
N 0.11 4.98 -0.93
C -1.27 5.12 -1.35
C 1.02 6.01 -1.43
H 4.10 3.58 0.68
H 2.94 2.42 1.38
H 2.91 4.15 1.91
H 2.33 1.96 -1.10
H 1.81 3.40 -2.07
H 3.50 3.24 -1.51
H 0.32 3.43 3.45
H -0.38 5.06 3.67
H -1.21 3.87 2.63
H 2.00 6.28 1.59
H 0.32 6.82 1.32
H 0.89 6.45 2.96
H -1.69 6.09 -1.05
H -1.33 5.05 -2.45
H -1.87 4.31 -0.91
H 0.69 7.00 -1.10
H 2.04 5.82 -1.08
H 1.01 5.98 -2.52
```

## Properties
Calculated total energy = -5234.96179 hartree
Multiplicity = 1
E_HOMO = -6.853 eV
Net charge = 0
Orbital gap = 6.74 eV
E_LUMO = -0.1092 eV

List of Löwdin charges in e, atom by atom: number 1, C, carries -0.015; number 2, C, carries -0.242; number 3, C, carries -0.030; number 4, C, carries -0.155; number 5, N, carries 0.034; number 6, C, carries -0.147; number 7, C, carries 0.042; number 8, C, carries 0.016; number 9, C, carries -0.291; number 10, C, carries -0.013; number 11, C, carries -0.134; number 12, C, carries -0.286; number 13, C, carries -0.101; number 14, C, carries -0.020; number 15, Pd, carries 0.340; number 16, P, carries 0.867; number 17, H, carries 0.114; number 18, H, carries 0.108; number 19, H, carries 0.104; number 20, H, carries 0.102; number 21, H, carries 0.115; number 22, H, carries 0.123; number 23, H, carries 0.092; number 24, H, carries 0.050; number 25, C, carries -0.378; number 26, C, carries -0.141; number 27, H, carries 0.064; number 28, H, carries 0.074; number 29, H, carries 0.076; number 30, H, carries 0.067; number 31, H, carries 0.063; number 32, C, carries -0.371; number 33, C, carries -0.142; number 34, H, carries 0.080; number 35, H, carries 0.050; number 36, H, carries 0.076; number 37, H, carries 0.059; number 38, H, carries 0.054; number 39, C, carries -0.378; number 40, C, carries -0.134; number 41, H, carries 0.029; number 42, H, carries 0.073; number 43, H, carries 0.079; number 44, H, carries 0.066; number 45, H, carries 0.048; number 46, Br, carries 0.143; number 47, P, carries 0.871; number 48, C, carries -0.428; number 49, C, carries -0.151; number 50, H, carries 0.045; number 51, H, carries 0.066; number 52, H, carries 0.072; number 53, H, carries 0.057; number 54, H, carries 0.067; number 55, C, carries -0.481; number 56, C, carries -0.154; number 57, H, carries -0.081; number 58, H, carries 0.068; number 59, H, carries 0.073; number 60, H, carries 0.067; number 61, H, carries 0.064; number 62, C, carries -0.415; number 63, C, carries -0.150; number 64, H, carries 0.061; number 65, H, carries 0.077; number 66, H, carries 0.072; number 67, H, carries 0.063; number 68, H, carries 0.060; number 69, C, carries -0.159; number 70, N, carries -0.320; number 71, C, carries -0.112; number 72, P, carries 0.549; number 73, O, carries -0.297; number 74, N, carries -0.308; number 75, C, carries -0.097; number 76, C, carries -0.107; number 77, N, carries -0.313; number 78, C, carries -0.105; number 79, C, carries -0.130; number 80, H, carries 0.086; number 81, H, carries -0.081; number 82, H, carries 0.071; number 83, H, carries 0.059; number 84, H, carries 0.075; number 85, H, carries 0.088; number 86, H, carries 0.086; number 87, H, carries 0.079; number 88, H, carries 0.077; number 89, H, carries 0.079; number 90, H, carries 0.077; number 91, H, carries 0.080; number 92, H, carries 0.081; number 93, H, carries 0.083; number 94, H, carries 0.071; number 95, H, carries 0.077; number 96, H, carries 0.075; number 97, H, carries 0.083